{
  "formula": "C5H11O4Pt",
  "method": "ωB97M-V/def2-TZVPD",
  "symbols": ["O", "C", "C", "O", "C", "C", "O", "C", "Pt", "H", "H", "H", "H", "H", "H", "H", "H", "H", "O", "H", "H"],
  "coordinates": [[2.36429, 0.25413, -0.74882], [2.60260, -0.63503, 0.28676], [1.42700, -1.59756, 0.45229], [0.25791, -0.77547, 0.49420], [-1.02406, -1.37658, 0.46310], [-2.00995, -0.23284, 0.42316], [-1.63155, 0.63894, -0.65236], [-1.84434, 2.01848, -0.51655], [0.48861, 0.76334, -0.70128], [3.50809, -1.24727, 0.11830], [1.50080, -2.19075, 1.37537], [1.33366, -2.26801, -0.41797], [-1.19525, -1.98665, 1.36126], [-1.11275, -2.02464, -0.42210], [-1.94472, 0.33287, 1.36432], [-3.03080, -0.60227, 0.26831], [-2.34985, 2.42603, -1.39956], [-2.41914, 2.23583, 0.39287], [-0.50703, 2.56643, -0.35978], [-0.42752, 3.47635, -0.66743], [2.73426, -0.05818, 1.25974]],
  "forces_ev_per_a": [[-0.45, 0.05, -0.91], [0.35, -0.30, 1.85], [0.67, -0.92, -0.07], [-0.55, -2.25, 2.79], [-0.39, -0.67, -0.23], [-0.34, -0.08, 0.90], [-1.12, 0.50, -0.89], [-0.83, 0.94, 0.62], [4.22, 1.71, -2.88], [-0.26, 0.40, -0.04], [-0.05, 0.18, -0.23], [0.11, 0.16, 0.20], [0.08, 0.19, -0.16], [0.04, 0.17, 0.13], [-0.12, -0.14, -0.19], [0.24, 0.15, 0.00], [0.32, -0.19, 0.09], [0.08, -0.08, -0.23], [-2.07, 0.77, 0.40], [0.10, 0.11, -0.21], [-0.01, -0.68, -0.95]],
  "homo_lumo_gap_ev": [9.13, 8.24],
  "homo_ev": [-12.07, -13.25],
  "e_tot_ha": -616.96201,
  "total_charge": 1,
  "spin_multiplicity": 3,
  "e_lumo_ha": [-0.10805, -0.18421]
}

{
  "formula": "C5H11P",
  "method": "ωB97M-V/def2-TZVPD",
  "symbols": ["C", "C", "C", "C", "C", "P", "H", "H", "H", "H", "H", "H", "H", "H", "H", "H", "H"],
  "coordinates": [[0.83955, -0.32282, -0.00348], [-0.49373, 0.24235, -0.47466], [1.59219, -1.52295, -0.49022], [-1.35932, -0.30089, -1.62302], [-0.39127, 1.34258, 2.17860], [-0.48480, -0.28645, 1.28281], [1.38893, 0.63164, 0.16767], [-0.39014, 1.81428, -0.71362], [0.96495, -2.36204, -0.33760], [2.36480, -1.60424, 0.18749], [1.78729, -1.45667, -1.58169], [-1.20182, -1.40320, -1.41520], [-1.17325, 0.02635, -2.54674], [-2.33751, -0.03314, -1.52923], [-0.42871, 2.26095, 1.55568], [0.60948, 1.53072, 2.58439], [-1.28665, 1.44354, 2.75883]],
  "forces_ev_per_a": [[-0.36, 3.38, 0.12], [-0.07, 4.10, -1.94], [-2.19, 1.04, -1.38], [2.25, -3.00, 4.98], [1.09, 1.05, -1.62], [-0.78, 0.14, -0.26], [0.52, -1.21, -0.22], [-0.28, -4.31, 0.87], [-0.61, -1.18, 0.01], [2.35, -0.50, 0.71], [0.51, 0.00, 0.84], [-0.73, 0.80, -1.21], [1.91, 0.88, -3.65], [-2.94, 0.40, 1.02], [-0.28, -0.83, -0.56], [-0.49, -0.58, 1.09], [0.07, -0.20, 1.19]],
  "homo_lumo_gap_ev": 9.94,
  "homo_ev": -8.98,
  "e_above_lowest_kcal_mol": 70.4,
  "e_tot_ha": -538.31404,
  "total_charge": 0,
  "e_lumo_ha": 0.03495
}

{
  "formula": "C5H11P",
  "method": "ωB97M-V/def2-TZVPD",
  "symbols": ["C", "C", "C", "C", "C", "P", "H", "H", "H", "H", "H", "H", "H", "H", "H", "H", "H"],
  "coordinates": [[-1.26385, -0.26523, -0.27902], [-1.94538, 0.57202, 0.48539], [-1.28430, 1.17373, 1.70817], [1.85311, 0.95122, -0.55070], [0.97233, -2.17427, -1.02892], [0.38958, -0.87273, 0.20920], [-1.60626, -0.57063, -1.22458], [-2.94467, 0.91389, 0.17491], [-0.54089, 0.57556, 2.09708], [-2.08347, 1.46150, 2.43141], [-0.65583, 2.09313, 1.45801], [2.33340, 0.94376, 0.38964], [2.48416, 0.62739, -1.36076], [1.08415, 1.72446, -0.74127], [1.45897, -1.57867, -1.78854], [1.66252, -2.87316, -0.52276], [0.08643, -2.70197, -1.45725]],
  "forces_ev_per_a": [[1.39, -0.47, -0.13], [0.46, 0.76, 0.36], [-1.96, 2.73, -0.93], [-3.15, -2.02, 0.56], [-1.29, 0.45, 0.21], [2.00, 1.55, -0.39], [-0.83, -0.50, -1.06], [0.50, -0.11, 0.26], [1.17, -1.82, 1.21], [0.95, -0.17, -0.20], [-1.22, -0.72, 0.01], [0.60, 0.62, 0.79], [-0.13, -0.08, -0.32], [0.88, -0.38, 0.09], [0.25, -0.46, -0.41], [-0.41, 0.41, -0.33], [0.80, 0.20, 0.27]],
  "homo_lumo_gap_ev": 8.39,
  "homo_ev": -7.89,
  "e_above_lowest_kcal_mol": 45.8,
  "e_tot_ha": -538.35313,
  "total_charge": 0,
  "e_lumo_ha": 0.01824
}

{
  "formula": "C5H11PSi2",
  "method": "ωB97M-V/def2-TZVPD",
  "symbols": ["Si", "C", "C", "C", "P", "Si", "C", "C", "H", "H", "H", "H", "H", "H", "H", "H", "H", "H", "H"],
  "coordinates": [[-2.11022, 2.00863, -1.12440], [-0.76108, 0.74351, -0.53370], [0.00083, -0.29016, -1.43289], [1.03043, -1.01959, -1.02767], [2.16097, -0.82752, 0.47104], [0.99200, -2.31457, 1.78127], [1.43404, 0.78220, 0.81834], [0.23943, 1.29840, 0.47793], [-1.52811, 3.20858, -0.65835], [-3.19190, 1.46718, -0.40215], [-2.41549, 1.81458, -2.45778], [-1.39518, -0.07647, 0.03432], [-0.39714, -0.63144, -2.39801], [1.48063, -1.90060, -1.52619], [0.19212, -3.03355, 0.77107], [0.16274, -1.90760, 2.82712], [2.09858, -3.15044, 2.34997], [1.96146, 1.48135, 1.39362], [0.04589, 2.34750, 0.63648]],
  "forces_ev_per_a": [[2.13, -2.16, 1.39], [0.25, -3.15, 0.77], [-0.52, -0.05, -0.25], [1.95, -1.11, 0.85], [-1.55, 0.52, -0.81], [1.66, -0.51, -1.47], [-1.61, 0.48, 0.59], [0.02, -0.20, -1.80], [0.00, 1.52, 0.13], [-1.45, 0.15, 0.85], [-0.31, 0.18, -2.20], [0.71, 1.64, -0.70], [-0.32, 0.54, 0.33], [-0.95, 0.76, -0.67], [-0.02, -0.30, 0.13], [-1.03, 0.79, 1.29], [-0.42, -0.04, -0.08], [1.22, 0.67, 0.88], [0.23, 0.27, 0.77]],
  "homo_lumo_gap_ev": 8.90,
  "homo_ev": -8.18,
  "e_above_lowest_kcal_mol": 0.0,
  "e_tot_ha": -1117.31001,
  "total_charge": 0,
  "smiles": "[SiH3]C1C=CP([SiH3])C=C1",
  "e_lumo_ha": 0.02631
}

{
  "formula": "C5H12",
  "method": "ωB97M-V/def2-TZVPD",
  "symbols": ["C", "C", "C", "C", "C", "H", "H", "H", "H", "H", "H", "H", "H", "H", "H", "H", "H"],
  "coordinates": [[-2.15205, -0.65062, 0.16535], [-1.43395, 0.60673, -0.26658], [0.04390, 0.74573, 0.21888], [0.98105, -0.36690, -0.29854], [2.45447, -0.14132, 0.09952], [-3.13365, -0.71670, -0.28903], [-2.27313, -0.63499, 1.26664], [-1.55242, -1.51910, -0.16430], [-2.00358, 1.45322, 0.11876], [-1.49455, 0.69224, -1.35169], [0.03448, 0.73024, 1.31390], [0.42586, 1.70434, -0.10974], [0.68883, -1.31486, 0.12224], [0.93028, -0.45915, -1.39658], [3.13871, -0.90001, -0.26584], [2.56129, -0.04243, 1.17772], [2.78448, 0.81358, -0.34070]],
  "forces_ev_per_a": [[0.71, -0.39, 0.42], [0.44, 0.59, 0.08], [-0.69, -0.93, -0.48], [0.53, 0.32, 0.05], [-0.43, 1.00, -0.41], [-0.19, -0.03, -0.05], [0.09, -0.35, -0.51], [-0.48, 0.12, 0.41], [0.07, 0.22, 0.01], [0.24, 0.01, -0.16], [0.15, 0.08, -0.03], [0.10, 0.32, 0.01], [-0.34, -0.47, 0.05], [-0.17, 0.09, 0.31], [-0.09, -0.27, 0.00], [0.02, -0.11, 0.12], [0.04, -0.21, 0.18]],
  "homo_lumo_gap_ev": 12.32,
  "homo_ev": -11.03,
  "e_above_lowest_kcal_mol": 5.8,
  "e_tot_ha": -197.69986,
  "total_charge": 0,
  "smiles": "CCCCC",
  "e_lumo_ha": 0.04758
}

{
  "formula": "C5H12AgO3",
  "method": "ωB97M-V/def2-TZVPD",
  "symbols": ["H", "C", "O", "C", "O", "C", "C", "O", "C", "Ag", "H", "H", "H", "H", "H", "H", "H", "H", "H", "H", "H"],
  "coordinates": [[-4.00076, 1.12608, 0.58408], [3.19199, 0.07129, 0.39927], [2.84536, 1.32094, -0.10944], [2.14866, -0.98470, 0.04893], [0.85227, -0.43142, 0.36616], [-0.23775, -1.31608, 0.12487], [-1.52532, -0.52018, 0.14897], [-1.31224, 0.64421, -0.60896], [-2.42023, 1.51882, -0.62345], [0.99446, 1.55955, -0.09585], [3.30012, 0.09984, 1.50175], [4.15640, -0.28630, -0.00567], [2.28703, -1.90737, 0.62959], [2.16523, -1.22008, -1.02742], [-0.25998, -2.07880, 0.91555], [-0.10070, -1.81084, -0.84878], [-1.80272, -0.24566, 1.18301], [-2.34416, -1.12500, -0.27683], [-2.25767, 2.42866, -1.43695], [-3.24875, 1.03485, -1.16723], [-2.43125, 2.12218, 0.29840]],
  "forces_ev_per_a": [[-0.79, -0.24, 0.62], [0.05, -0.82, 1.02], [2.95, -0.41, -0.26], [0.18, -0.44, -0.42], [0.20, -1.55, 0.69], [-0.30, -0.53, -0.16], [-0.25, -0.36, 0.69], [0.79, 0.81, -0.52], [1.02, 3.14, -3.37], [-3.37, 2.03, -0.64], [0.01, 0.18, -0.38], [-0.21, 0.42, -0.07], [0.13, 0.23, -0.16], [-0.02, 0.05, 0.26], [0.02, 0.11, -0.21], [0.02, 0.20, 0.19], [0.10, -0.11, -0.27], [0.25, 0.17, 0.13], [0.33, -2.20, 1.68], [-0.21, 0.12, 1.25], [-0.92, -0.79, -0.08]],
  "homo_lumo_gap_ev": [8.33, 7.73],
  "homo_ev": [-12.61, -14.39],
  "e_above_lowest_kcal_mol": 31.4,
  "e_tot_ha": -569.86251,
  "total_charge": 1,
  "spin_multiplicity": 3,
  "e_lumo_ha": [-0.15736, -0.24456]
}